1:
10
Properties=species:S:1:pos:R:3 method="wB97M-V/def2-TZVPD" lumo_energy_ev=1.0 total_charge=0 multiplicity=1 molar_mass_g_mol=67.1
C 1.365 0.270 0.927
C -0.616 -0.168 0.891
C -1.775 -0.073 0.320
C 1.165 -0.187 -0.310
N 0.295 -0.097 1.734
H 2.131 0.942 1.276
H -2.440 0.731 0.583
H -2.089 -0.719 -0.481
H 1.822 0.100 -1.129
H 0.544 -1.035 -0.527

---

2:
10
Properties=species:S:1:pos:R:3 method="wB97M-V/def2-TZVPD" lumo_energy_ev=0.4 total_charge=0 multiplicity=1 molar_mass_g_mol=67.1
N 0.573 1.261 -0.404
C 1.191 0.171 -0.029
C 0.401 -0.957 0.258
C -0.947 -0.651 0.241
C -1.464 0.583 0.008
H 1.218 2.066 -0.424
H 2.281 0.123 0.104
H 0.806 -1.929 0.487
H -1.796 -1.284 0.518
H -2.264 0.617 -0.760

---

Verdict on stability: 1 comes out on top.

---

1:
10
Properties=species:S:1:pos:R:3 method="wB97M-V/def2-TZVPD" lumo_energy_ev=-1.7 total_charge=0 multiplicity=1 molar_mass_g_mol=67.1
N 2.995 -0.111 -0.156
C 1.946 0.238 0.224
C 0.740 0.650 0.818
C -0.900 -0.774 0.020
C -0.401 0.708 -0.109
H -0.079 -1.495 -0.062
H -1.408 -0.926 0.974
H -1.595 -0.974 -0.802
H -1.198 1.363 0.255
H -0.179 0.921 -1.164

---

2:
10
Properties=species:S:1:pos:R:3 method="wB97M-V/def2-TZVPD" lumo_energy_ev="-0.7 / -0.7" total_charge=0 multiplicity=1 molar_mass_g_mol=67.1
C -4.091 0.197 -0.034
C -1.310 -0.570 0.039
C -0.023 -0.881 0.067
C 1.182 0.104 -0.045
N -2.554 -0.318 -0.064
H -3.798 1.244 -0.391
H 0.147 -1.899 0.487
H 1.016 0.945 -0.691
H 2.080 -0.307 -0.526
H 1.322 0.533 0.992

---

Verdict on stability: 1 comes out on top.

---

1:
10
Properties=species:S:1:pos:R:3 method="wB97M-V/def2-TZVPD" lumo_energy_ev=0.5 total_charge=0 multiplicity=1 molar_mass_g_mol=67.1
C -1.025 -2.760 0.490
C -0.661 -0.397 0.204
C -0.471 0.878 0.022
C 0.915 1.481 -0.329
N -0.750 -1.617 0.248
H -0.373 -3.640 0.404
H -1.342 1.593 0.262
H 0.967 2.543 -0.646
H 1.112 0.848 -1.141
H 1.628 1.072 0.486

---

2:
10
Properties=species:S:1:pos:R:3 method="wB97M-V/def2-TZVPD" lumo_energy_ev="0.1 / 0.6" total_charge=0 multiplicity=1 molar_mass_g_mol=67.1
C 1.133 -0.173 -0.068
C 0.071 0.810 0.298
C 0.960 -1.437 0.001
C -1.350 0.195 0.078
N -1.365 -1.024 -0.218
H 2.179 0.148 -0.146
H -0.105 1.277 -0.612
H 0.574 -2.450 -0.183
H 0.119 1.766 0.801
H -2.216 0.888 0.048

---

Verdict on stability: 1 comes out on top.

---

1:
17
Properties=species:S:1:pos:R:3 method="wB97M-V/def2-TZVPD" smiles=OB(O)[C@@H]1CCOC1 lumo_energy_ev=0.4 total_charge=0 multiplicity=1 molar_mass_g_mol=115.9
O 2.046 -1.973 -0.585
B 1.335 -0.788 -0.777
O 1.572 -0.070 -1.920
C 0.074 -0.442 0.083
C -1.094 0.392 -0.422
C -1.746 0.977 0.833
O -0.740 0.931 1.893
C 0.478 0.264 1.375
H 2.498 -2.279 -1.347
H 1.024 0.584 -2.364
H -0.202 -1.454 0.275
H -0.742 1.279 -0.936
H -1.800 -0.127 -1.101
H -2.072 2.024 0.574
H -2.593 0.299 1.013
H 1.299 0.988 1.324
H 0.663 -0.604 2.081

---

2:
17
Properties=species:S:1:pos:R:3 method="wB97M-V/def2-TZVPD" smiles="CC(C)=COB(O)O" lumo_energy_ev=0.3 total_charge=0 multiplicity=1 molar_mass_g_mol=115.9
C -2.467 0.850 0.225
C -1.191 0.009 -0.032
C -1.455 -1.473 -0.203
C 0.057 0.541 0.117
O 1.181 -0.506 0.234
B 2.436 0.059 0.116
O 2.744 1.317 -0.260
O 3.459 -0.858 0.141
H -3.034 0.325 1.058
H -2.153 1.817 0.545
H -3.151 0.948 -0.631
H -0.675 -2.077 0.383
H -2.498 -1.507 0.317
H -1.445 -1.798 -1.288
H 0.335 1.534 -0.044
H 3.502 1.453 -0.861
H 4.357 -0.635 0.185

---

Verdict on stability: 2 comes out on top.

---

1:
34
Properties=species:S:1:pos:R:3 method="wB97M-V/def2-TZVPD" smiles=CCc1ccc(O)cc1.Cc1ccccc1 lumo_energy_ev=0.7 total_charge=0 multiplicity=1 molar_mass_g_mol=214.3
C -3.004 2.055 -1.460
C -1.829 1.910 -0.468
C -0.564 1.520 -1.086
C -0.409 0.629 -2.054
C 0.893 0.342 -2.522
C 2.013 1.064 -2.105
O 3.298 0.727 -2.411
C 1.801 2.012 -1.037
C 0.534 2.314 -0.616
H -2.725 2.287 -2.502
H -3.816 2.712 -1.132
H -3.483 1.092 -1.446
H -1.826 2.686 0.260
H -2.242 1.074 0.200
H -1.135 -0.046 -2.457
H 1.192 -0.475 -3.160
H 3.246 -0.100 -2.913
H 2.639 2.634 -0.681
H 0.422 3.050 0.157
C -0.088 -3.506 0.283
C -0.227 -2.461 1.362
C 0.495 -1.264 1.246
C 0.257 -0.299 2.244
C -0.396 -0.568 3.412
C -1.112 -1.790 3.516
C -1.092 -2.653 2.463
H -0.985 -4.116 0.235
H 0.776 -4.159 0.392
H 0.241 -3.099 -0.706
H 1.207 -1.121 0.454
H 0.537 0.752 2.132
H -0.491 0.269 4.107
H -1.756 -1.922 4.356
H -1.388 -3.706 2.667

---

2:
34
Properties=species:S:1:pos:R:3 method="wB97M-V/def2-TZVPD" smiles=CCc1ccc(O)cc1.Cc1ccccc1 lumo_energy_ev=0.7 total_charge=0 multiplicity=1 molar_mass_g_mol=214.3
C 3.246 -0.626 -0.225
C 2.305 0.572 -0.622
C 1.959 1.405 0.581
C 2.554 2.634 0.829
C 2.135 3.428 1.881
C 1.074 3.033 2.743
O 0.729 3.850 3.753
C 0.383 1.888 2.329
C 0.827 1.011 1.347
H 3.267 -1.595 -0.811
H 2.621 -1.155 0.551
H 4.303 -0.376 -0.032
H 2.898 1.111 -1.370
H 1.438 0.020 -1.002
H 3.470 2.949 0.317
H 2.649 4.300 2.245
H -0.128 4.294 3.576
H -0.444 1.565 2.960
H 0.236 0.101 1.093
C -0.622 -2.536 -0.245
C -1.840 -1.997 -0.904
C -3.048 -2.670 -0.731
C -4.151 -2.312 -1.497
C -4.083 -1.298 -2.387
C -2.866 -0.617 -2.567
C -1.717 -0.978 -1.862
H -0.602 -2.273 0.876
H 0.340 -2.283 -0.678
H -0.557 -3.633 -0.105
H -2.970 -3.345 0.107
H -4.997 -2.959 -1.409
H -4.809 -1.070 -3.220
H -2.763 -0.035 -3.484
H -0.837 -0.404 -2.036

---

Verdict on stability: 1 comes out on top.

---

1:
34
Properties=species:S:1:pos:R:3 method="wB97M-V/def2-TZVPD" smiles=Cc1ccc(O)cc1.CCc1ccccc1 lumo_energy_ev=0.8 total_charge=0 multiplicity=1 molar_mass_g_mol=214.3
C 0.083 -2.568 3.412
C -0.863 -1.882 2.450
C -1.766 -2.713 1.797
C -2.768 -2.228 0.922
C -2.857 -0.850 0.898
O -4.013 -0.220 0.486
C -1.905 0.011 1.429
C -0.794 -0.571 2.050
H 0.529 -1.886 4.108
H 0.889 -3.172 2.974
H -0.345 -3.338 4.071
H -1.821 -3.767 2.027
H -3.536 -2.789 0.424
H -4.707 -0.830 0.258
H -1.844 1.025 1.046
H 0.062 0.064 2.258
C 3.044 -0.460 -2.279
C 2.154 0.577 -3.018
C 1.510 1.612 -2.150
C 2.069 2.051 -0.974
C 1.286 2.842 -0.099
C -0.024 3.121 -0.377
C -0.722 2.492 -1.494
C 0.137 1.834 -2.325
H 2.617 -0.626 -1.278
H 4.014 0.026 -2.043
H 3.207 -1.382 -2.839
H 2.803 1.085 -3.761
H 1.448 -0.131 -3.479
H 3.084 1.759 -0.712
H 1.812 3.211 0.767
H -0.649 3.870 0.127
H -1.788 2.619 -1.566
H -0.345 1.214 -3.113

---

2:
34
Properties=species:S:1:pos:R:3 method="wB97M-V/def2-TZVPD" smiles=CCc1ccc(O)cc1.Cc1ccccc1 lumo_energy_ev=0.8 total_charge=0 multiplicity=1 molar_mass_g_mol=214.3
C -0.118 -4.057 1.327
C -1.263 -3.340 2.028
C -1.290 -1.793 1.805
C -1.538 -1.131 0.595
C -1.375 0.261 0.552
C -0.955 1.002 1.663
O -0.972 2.358 1.684
C -0.827 0.338 2.880
C -0.805 -1.038 2.869
H 0.626 -3.319 1.018
H -0.284 -4.624 0.414
H 0.395 -4.715 2.020
H -2.216 -3.777 1.853
H -1.189 -3.402 3.127
H -1.857 -1.672 -0.307
H -1.652 0.662 -0.420
H -0.477 2.910 1.062
H -0.436 0.952 3.679
H -0.540 -1.615 3.743
C 3.136 -0.337 -1.926
C 1.936 0.537 -2.031
C 0.710 0.098 -2.521
C -0.323 1.051 -2.768
C -0.165 2.371 -2.414
C 1.122 2.828 -2.081
C 2.139 1.939 -1.936
H 3.177 -0.541 -0.862
H 4.105 0.028 -2.279
H 3.032 -1.274 -2.517
H 0.581 -0.945 -2.798
H -1.270 0.569 -3.049
H -1.025 3.020 -2.565
H 1.329 3.884 -1.942
H 3.150 2.231 -1.653

---

Verdict on stability: 2 comes out on top.

---

1:
7
Properties=species:S:1:pos:R:3 method="wB97M-V/def2-TZVPD" lumo_energy_ev=1.5 total_charge=-1 multiplicity=1 molar_mass_g_mol=210.4
C 2.476 0.602 -0.199
O -3.173 1.141 0.317
O -3.950 -1.171 0.354
F 3.042 0.294 -1.416
S -2.888 -0.244 0.000
Cl 3.660 -0.016 1.044
Br 0.833 -0.605 -0.101

---

2:
7
Properties=species:S:1:pos:R:3 method="wB97M-V/def2-TZVPD" lumo_energy_ev="1.4 / 1.5" total_charge=-1 multiplicity=1 molar_mass_g_mol=210.4
C 0.464 0.482 -0.668
O 0.827 -1.159 1.417
O -1.267 0.159 1.515
F -1.314 -0.680 -2.415
S 0.164 0.152 1.238
Cl 0.757 2.188 -0.830
Br 1.770 -0.569 -1.498

---

Verdict on stability: 1 comes out on top.

---

1:
9
Properties=species:S:1:pos:R:3 method="wB97M-V/def2-TZVPD" lumo_energy_ev="-0.8 / -0.8" total_charge=0 multiplicity=1 molar_mass_g_mol=310.9
C 0.142 -0.374 -0.274
C -0.995 -0.638 -1.119
N -3.097 0.189 -0.409
O -3.068 0.920 0.496
I -2.447 -1.995 -0.194
I -0.570 -1.227 -3.114
H -0.047 -0.569 0.841
H 0.883 -1.086 -0.651
H 0.708 0.598 -0.435

---

2:
9
Properties=species:S:1:pos:R:3 method="wB97M-V/def2-TZVPD" lumo_energy_ev=-1.6 total_charge=0 multiplicity=1 molar_mass_g_mol=310.9
C -1.119 1.564 0.731
C -0.162 -0.344 -1.602
N -0.933 0.455 0.414
O -0.971 -0.646 -0.415
I 0.384 0.087 3.804
I 2.733 -0.090 2.562
H -0.462 -0.983 -2.377
H 0.835 -0.710 -1.328
H -0.303 0.666 -1.789

---

Verdict on stability: 2 comes out on top.

---

1:
7
Properties=species:S:1:pos:R:3 method="wB97M-V/def2-TZVPD" smiles="C#CC(=O)O" lumo_energy_ev=0.2 total_charge=0 multiplicity=1 molar_mass_g_mol=70.0
C -1.893 -0.080 -0.305
C -0.711 0.160 -0.216
C 0.753 0.277 -0.027
O 1.596 1.060 -0.526
O 1.122 -0.776 0.752
H -2.956 -0.130 -0.607
H 2.089 -0.511 0.929

---

2:
7
Properties=species:S:1:pos:R:3 method="wB97M-V/def2-TZVPD" lumo_energy_ev="-1.5 / -1.5" total_charge=0 multiplicity=1 molar_mass_g_mol=70.0
C 0.480 0.326 1.649
C -0.473 -0.182 0.265
C -0.046 0.203 -1.088
O -0.106 0.912 -1.998
O 0.235 -1.026 -0.724
H 1.463 0.318 1.360
H -1.554 -0.550 0.535

---

3:
7
Properties=species:S:1:pos:R:3 method="wB97M-V/def2-TZVPD" lumo_energy_ev=0.8 total_charge=0 multiplicity=1 molar_mass_g_mol=70.0
C 0.251 -0.514 -1.102
C -0.131 2.470 0.502
C -0.301 -1.031 0.184
O 0.405 2.398 -0.486
O 1.029 -0.983 -0.250
H -0.448 -0.315 0.860
H -0.806 -2.026 0.293

---

4:
7
Properties=species:S:1:pos:R:3 method="wB97M-V/def2-TZVPD" lumo_energy_ev="0.6 / 0.6" total_charge=0 multiplicity=1 molar_mass_g_mol=70.0
C 0.112 0.742 0.651
C 0.684 -0.640 0.778
C -0.257 -0.430 -0.613
O -1.102 0.605 -0.133
O -0.139 -1.498 0.214
H 0.634 1.630 0.745
H 0.068 -0.409 -1.642

---

Verdict on stability: 1 comes out on top.

---

1:
14
Properties=species:S:1:pos:R:3 method="wB97M-V/def2-TZVPD" lumo_energy_ev=-0.3 total_charge=0 multiplicity=1 molar_mass_g_mol=118.1
O 1.363 0.279 0.781
N 1.569 0.960 -0.182
O 2.587 1.087 -0.767
N 0.568 1.749 -0.665
C -0.350 2.130 0.130
O -0.658 1.745 1.346
H -1.094 2.868 -0.234
H 0.098 1.216 1.631
C -0.762 -1.934 -0.991
C -0.470 -2.031 0.304
H -1.764 -1.645 -1.209
H -0.184 -2.313 -1.810
H 0.404 -2.383 0.773
H -1.307 -1.728 0.892

---

2:
14
Properties=species:S:1:pos:R:3 method="wB97M-V/def2-TZVPD" lumo_energy_ev=-0.4 total_charge=0 multiplicity=1 molar_mass_g_mol=118.1
C -1.386 -0.326 0.039
C -0.791 1.246 -0.374
C 1.774 -0.337 0.543
H 0.137 -1.207 -0.642
H -1.380 2.107 0.259
H -1.295 1.397 -1.345
H 0.830 2.558 -0.314
H 0.903 1.133 1.670
H 2.206 -0.404 1.705
N 0.425 1.357 -0.564
N 0.991 0.742 0.739
O -0.682 -1.451 -0.130
O -2.626 -0.493 0.301
O 2.196 -1.027 -0.647

---

Verdict on stability: 1 comes out on top.

---

1:
13
Properties=species:S:1:pos:R:3 method="wB97M-V/def2-TZVPD" lumo_energy_ev=4.6 total_charge=-1 multiplicity=1 molar_mass_g_mol=61.1
C -1.357 1.992 0.282
O -0.824 0.767 0.095
H -2.419 1.974 0.655
H -0.817 2.611 1.048
H -1.386 2.618 -0.647
C 0.703 -1.876 0.279
C 1.403 -0.897 -0.667
H 0.206 -2.646 -0.321
H -0.082 -1.328 0.798
H 1.394 -2.364 0.972
H 0.643 -0.460 -1.308
H 1.857 -0.071 -0.125
H 2.185 -1.416 -1.237

---

2:
13
Properties=species:S:1:pos:R:3 method="wB97M-V/def2-TZVPD" lumo_energy_ev=4.0 total_charge=-1 multiplicity=1 molar_mass_g_mol=61.1
C -0.915 -0.855 -2.524
H -0.209 -0.173 -3.001
H -1.246 -1.564 -3.273
H -1.724 -0.309 -2.044
H -0.395 -1.381 -1.733
C -0.187 0.436 1.745
O -0.959 1.414 1.275
C 1.314 0.613 1.373
H -0.438 -0.609 1.398
H -0.226 0.395 2.871
H 1.663 1.519 1.867
H 1.409 0.733 0.296
H 1.913 -0.220 1.751

---

Verdict on stability: 2 comes out on top.

---

1:
35
Properties=species:S:1:pos:R:3 method="wB97M-V/def2-TZVPD" smiles=CCc1ccc(O)cc1.Cc1ccc(O)cc1 lumo_energy_ev=0.7 total_charge=0 multiplicity=1 molar_mass_g_mol=230.3
C 2.813 1.336 1.357
C 1.473 2.056 1.533
C 0.182 1.191 1.657
C -0.939 1.723 2.273
C -2.072 0.887 2.394
C -2.127 -0.369 1.774
O -3.200 -1.232 2.120
C -0.932 -0.966 1.297
C 0.228 -0.195 1.166
H 3.404 1.964 2.024
H 3.477 1.374 0.409
H 2.617 0.227 1.395
H 1.486 2.538 2.490
H 1.114 2.804 0.791
H -1.051 2.820 2.590
H -2.792 1.408 2.982
H -3.896 -0.412 2.388
H -0.889 -2.142 1.148
H 1.133 -0.420 0.722
C 1.756 -2.490 -1.339
C 0.692 -1.531 -1.853
C 0.955 -0.165 -1.784
C -0.084 0.709 -2.035
C -1.406 0.184 -2.302
O -2.496 1.059 -2.481
C -1.575 -1.130 -2.694
C -0.522 -2.011 -2.448
H 1.909 -3.509 -1.818
H 1.429 -2.711 -0.263
H 2.798 -2.197 -1.336
H 1.892 0.273 -1.354
H -0.051 1.840 -2.012
H -2.203 2.023 -2.637
H -2.442 -1.727 -3.341
H -0.680 -3.210 -2.812

---

2:
35
Properties=species:S:1:pos:R:3 method="wB97M-V/def2-TZVPD" smiles=CCc1ccc(O)cc1.Cc1ccc(O)cc1 lumo_energy_ev=0.7 total_charge=0 multiplicity=1 molar_mass_g_mol=230.3
C 1.994 0.868 -1.192
C 1.819 -0.543 -0.672
C 0.857 -1.246 -1.466
C 1.030 -1.628 -2.747
C -0.020 -2.152 -3.526
C -1.245 -2.484 -2.904
O -2.229 -3.052 -3.569
C -1.466 -2.131 -1.565
C -0.449 -1.505 -0.818
H 1.391 1.032 -2.076
H 3.130 1.030 -1.424
H 1.730 1.822 -0.630
H 2.836 -1.171 -0.488
H 1.401 -0.613 0.410
H 2.065 -1.433 -3.153
H 0.226 -2.358 -4.608
H -2.396 -3.061 -4.587
H -2.562 -2.114 -1.166
H -0.549 -0.980 0.160
C 0.458 -0.052 3.991
C -0.142 0.688 2.828
C 0.511 1.827 2.538
C 0.090 2.819 1.670
C -1.163 2.444 1.056
O -1.776 3.027 -0.099
C -1.795 1.241 1.291
C -1.415 0.470 2.328
H -0.132 -0.798 4.441
H 0.651 0.671 4.874
H 1.315 -0.673 3.691
H 1.562 1.750 3.020
H 0.693 3.683 1.343
H -1.560 3.901 -0.441
H -2.883 1.174 0.927
H -1.975 -0.451 2.566

---

Verdict on stability: 2 comes out on top.